(1)
Molecular formula: C15H26N2O2S
Method: DFT, ωB97M-V with the def2-TZVPD basis set

Element x y z (Å)
C1 6.222 0.728 -0.183
S1 6.275 -0.902 0.612
C2 4.748 -1.642 -0.049
C3 3.487 -0.987 0.504
C4 2.978 0.112 -0.426
O1 3.416 0.250 -1.554
N1 2.026 0.935 0.070
C5 1.284 0.772 1.297
C6 -0.164 0.372 0.993
C7 -0.834 1.418 0.100
C8 -2.262 1.021 -0.286
C9 -3.233 1.030 0.898
C10 -4.643 0.748 0.417
O2 -5.472 1.622 0.264
N2 -4.956 -0.544 0.149
C11 -4.128 -1.701 0.213
C12 -3.612 -2.327 -1.057
C13 -4.685 -3.006 -0.257
C14 0.020 1.608 -1.157
C15 1.459 1.958 -0.787
H1 5.977 0.603 -1.233
H2 5.479 1.354 0.304
H3 7.208 1.165 -0.070
H4 4.775 -1.555 -1.136
H5 4.807 -2.691 0.237
H6 2.697 -1.737 0.601
H7 3.700 -0.579 1.494
H8 1.749 0.027 1.939
H9 1.288 1.732 1.828
H10 -0.702 0.267 1.936
H11 -0.168 -0.595 0.484
H12 -0.869 2.369 0.644
H13 -2.247 0.031 -0.744
H14 -2.630 1.728 -1.033
H15 -2.940 0.299 1.650
H16 -3.239 2.021 1.354
H17 -5.887 -0.676 -0.224
H18 -3.477 -1.718 1.079
H19 -2.621 -2.752 -1.059
H20 -3.897 -1.870 -1.992
H21 -4.434 -3.900 0.293
H22 -5.686 -3.013 -0.660
H23 -0.396 2.402 -1.779
H24 0.019 0.684 -1.740
H25 2.082 2.025 -1.680
H26 1.489 2.915 -0.254

Results
energy above the lowest of the compared OMol25 structures with the same formula, charge and spin	25.9	kcal/mol
charge	0
structure (SMILES)	CSCCC(=O)N1CCC(CCC(=O)NC2CC2)CC1
LUMO energy	0.52	eV
E_HOMO	-8.371	eV
maximum force	0.78	eV/Å
frontier orbital gap	0.32656	Ha
multiplicity	1

***

(2)
Molecular formula: C15H26NO3PPbS
Method: DFT, ωB97M-V with the def2-TZVPD basis set

Element x y z (Å)
Pb1 0.055 0.469 1.758
C1 -2.409 -0.049 1.420
O1 -3.528 -0.251 1.223
C2 -0.436 3.040 2.149
O2 -0.663 4.114 2.468
C3 2.697 0.966 1.860
O3 3.819 1.056 2.071
C4 -1.435 1.200 -1.896
P1 -0.024 0.408 -1.022
H1 0.501 -1.357 -2.508
H2 -2.270 0.512 -1.689
C5 1.458 1.121 -1.888
H3 1.164 1.062 -2.943
C6 -1.299 1.316 -3.422
H4 -1.060 0.366 -3.920
H5 -0.571 2.083 -3.726
H6 -2.277 1.643 -3.803
C7 -1.794 2.563 -1.302
H7 -1.066 3.335 -1.577
C8 0.738 -2.240 -0.541
H8 -1.900 2.561 -0.211
H9 -2.763 2.849 -1.731
C9 -1.446 -1.927 -1.769
H10 0.171 -2.337 0.397
H11 0.857 -3.255 -0.949
H12 1.744 -1.874 -0.308
C10 -0.034 -1.362 -1.544
H13 -1.377 -3.022 -1.861
H14 -1.908 -1.552 -2.693
H15 -2.101 -1.688 -0.918
C11 2.728 0.303 -1.690
H16 3.011 0.247 -0.633
H17 3.535 0.804 -2.236
H18 2.642 -0.705 -2.105
C12 1.689 2.594 -1.528
H19 1.823 2.736 -0.445
H20 0.881 3.257 -1.864
H21 2.606 2.930 -2.035
H22 -0.174 -5.037 0.350
H23 -0.165 -4.994 1.099
S1 -1.325 -2.132 5.920
C13 0.405 -1.841 5.932
C14 0.781 -1.221 4.768
N1 -0.280 -0.951 3.893
C15 -1.453 -1.389 4.380
H24 1.066 -2.112 6.742
H25 1.787 -0.932 4.472
H26 -2.400 -1.304 3.857

Results
charge	+4
LUMO energy (spin up / spin down)	-17.26 / -17.88	eV
E_HOMO (spin up / spin down)	-22.766 / -22.758	eV
maximum force	6.14	eV/Å
frontier orbital gap (spin up / spin down)	0.20225 / 0.17942	Ha
multiplicity	1

***

(3)
Molecular formula: C15H26O
Method: DFT, ωB97M-V with the def2-TZVPD basis set

Element x y z (Å)
C1 -1.065 -1.259 -1.664
C2 -1.737 -1.565 -0.569
C3 -2.913 -0.793 -0.024
C4 -4.108 -1.762 0.086
O1 -3.275 0.300 -0.845
C5 -2.591 -0.226 1.373
C6 -1.254 0.512 1.464
C7 -1.207 1.742 0.608
C8 -0.113 2.327 0.137
C9 -0.190 3.563 -0.712
C10 1.279 1.813 0.388
C11 1.734 0.865 -0.737
C12 3.086 0.297 -0.437
C13 3.374 -0.914 0.023
C14 2.370 -1.991 0.311
C15 4.793 -1.326 0.295
H1 -0.249 -1.865 -2.020
H2 -1.292 -0.379 -2.243
H3 -1.479 -2.441 0.011
H4 -4.973 -1.230 0.476
H5 -4.357 -2.159 -0.897
H6 -3.875 -2.592 0.747
H7 -3.446 -0.033 -1.733
H8 -3.400 0.455 1.640
H9 -2.587 -1.053 2.086
H10 -1.104 0.802 2.511
H11 -0.447 -0.172 1.197
H12 -2.173 2.171 0.383
H13 -1.221 3.821 -0.935
H14 0.342 3.411 -1.651
H15 0.278 4.404 -0.199
H16 1.323 1.279 1.338
H17 1.975 2.653 0.445
H18 1.783 1.425 -1.674
H19 0.988 0.081 -0.860
H20 3.902 0.994 -0.589
H21 1.348 -1.641 0.209
H22 2.508 -2.362 1.326
H23 2.519 -2.831 -0.369
H24 5.044 -2.217 -0.281
H25 5.491 -0.535 0.035
H26 4.920 -1.570 1.350

Results
energy above the lowest of the compared OMol25 structures with the same formula, charge and spin	39.5	kcal/mol
charge	0
structure (SMILES)	C=C[C@](C)(O)CC/C=C(/C)CCC=C(C)C
LUMO energy	0.87	eV
E_HOMO	-8.373	eV
maximum force	0.68	eV/Å
frontier orbital gap	0.33948	Ha
multiplicity	1

***

(4)
Molecular formula: C15H26O6
Method: DFT, ωB97M-V with the def2-TZVPD basis set

Element x y z (Å)
C1 4.143 0.143 -5.199
C2 3.432 -1.195 -5.038
C3 3.033 -1.447 -3.581
C4 1.964 -0.476 -3.145
O1 0.932 -0.267 -3.720
O2 2.321 0.152 -2.006
C5 1.397 1.081 -1.465
C6 0.403 0.388 -0.527
C7 1.134 -0.266 0.654
O3 0.319 -1.245 1.276
C8 -0.458 -0.846 2.299
O4 -0.383 0.243 2.805
C9 -1.424 -1.936 2.679
C10 -1.922 -1.802 4.116
C11 -0.822 -2.115 5.123
O5 -0.500 1.391 -0.069
C12 -1.764 1.028 0.209
O6 -2.186 -0.088 0.067
C13 -2.557 2.202 0.718
C14 -3.129 1.889 2.105
C15 -3.969 3.043 2.632
H1 5.037 0.179 -4.580
H2 4.436 0.294 -6.235
H3 3.488 0.960 -4.906
H4 2.531 -1.208 -5.653
H5 4.087 -2.002 -5.371
H6 3.892 -1.350 -2.916
H7 2.618 -2.453 -3.485
H8 0.844 1.569 -2.275
H9 1.981 1.818 -0.911
H10 -0.163 -0.383 -1.068
H11 1.408 0.505 1.384
H12 2.022 -0.785 0.289
H13 -2.255 -1.841 1.974
H14 -0.949 -2.902 2.506
H15 -2.275 -0.781 4.271
H16 -2.762 -2.482 4.266
H17 -0.450 -3.128 4.984
H18 -1.199 -2.023 6.139
H19 0.007 -1.421 5.002
H20 -1.911 3.079 0.754
H21 -3.377 2.385 0.020
H22 -2.303 1.686 2.788
H23 -3.738 0.986 2.035
H24 -3.368 3.947 2.714
H25 -4.362 2.804 3.617
H26 -4.806 3.246 1.968

Results
energy above the lowest of the compared OMol25 structures with the same formula, charge and spin	0.1	kcal/mol
charge	0
structure (SMILES)	CCCC(=O)OCC(COC(=O)CCC)OC(=O)CCC
LUMO energy	0.82	eV
E_HOMO	-10.343	eV
maximum force	0.85	eV/Å
frontier orbital gap	0.41013	Ha
multiplicity	1

***

(5)
Molecular formula: C15H27BN9OPdS
Method: DFT, ωB97M-V with the def2-TZVPD basis set

Element x y z (Å)
Pd1 0.899 0.271 0.367
C1 0.729 0.238 -2.595
N1 1.603 -0.451 -1.606
C2 3.021 -0.131 -1.921
N2 3.344 -0.557 -3.269
C3 2.451 0.118 -4.215
N3 1.043 -0.193 -3.942
C4 0.858 -1.646 -4.022
N4 1.733 -2.353 -3.084
C5 1.420 -1.925 -1.737
C6 3.126 -2.004 -3.378
H1 0.888 1.316 -2.509
H2 -0.314 0.001 -2.372
H3 3.666 -0.645 -1.207
H4 3.171 0.947 -1.832
H5 2.696 -0.206 -5.226
H6 2.602 1.197 -4.146
H7 1.078 -1.979 -5.036
H8 -0.182 -1.887 -3.792
H9 2.082 -2.421 -1.026
H10 0.386 -2.180 -1.505
H11 3.364 -2.323 -4.393
H12 3.785 -2.525 -2.683
B1 3.652 -2.597 2.792
C7 2.945 -1.408 2.135
N5 2.431 -0.468 1.673
H13 4.679 -2.259 3.321
H14 2.887 -2.996 3.634
H15 3.952 -3.350 1.896
N6 -2.109 1.190 1.373
C8 -2.293 -0.116 1.173
S1 -1.055 -1.148 0.588
N7 -3.463 -0.684 1.435
C9 -4.650 -0.134 1.994
C10 -5.120 1.131 1.667
C11 -6.303 1.589 2.229
C12 -7.017 0.795 3.112
C13 -6.557 -0.479 3.417
C14 -5.379 -0.943 2.859
H16 -1.218 1.593 1.152
H17 -2.821 1.765 1.795
H18 -3.460 -1.692 1.367
H19 -4.610 1.745 0.935
H20 -6.673 2.567 1.956
H21 -7.936 1.159 3.549
H22 -7.112 -1.120 4.087
H23 -5.018 -1.939 3.090
N8 2.574 4.370 0.920
C15 2.053 3.153 1.159
N9 2.264 2.639 2.393
O1 1.361 2.592 0.269
H24 3.107 4.871 1.608
H25 2.384 4.811 0.038
H26 2.945 3.050 3.008
H27 2.113 1.651 2.506

Results
energy above the lowest of the compared OMol25 structures with the same formula, charge and spin	7.0	kcal/mol
charge	+1
LUMO energy (spin up / spin down)	-2.53 / -5.32	eV
E_HOMO (spin up / spin down)	-11.500 / -11.510	eV
maximum force	0.94	eV/Å
frontier orbital gap (spin up / spin down)	0.32950 / 0.22735	Ha
multiplicity	3
⟨S²⟩	2.006

***

(6)
Molecular formula: C15H27BeFN2O6PS
Method: DFT, ωB97M-V with the def2-TZVPD basis set

Element x y z (Å)
Be1 -2.347 1.673 1.909
F1 -1.390 0.271 0.293
C1 -1.434 1.466 -3.871
C2 -0.542 2.583 -3.341
C3 -1.385 3.649 -2.606
S1 -2.914 2.826 -2.049
O1 -4.002 3.486 -2.716
O2 -2.866 2.814 -0.598
C4 -2.552 1.228 -2.842
H1 -0.733 0.649 -4.039
H2 -1.828 1.750 -4.846
H3 -0.057 3.253 -4.054
H4 0.293 2.224 -2.738
H5 -1.731 4.393 -3.321
H6 -0.879 4.140 -1.780
H7 -3.425 0.672 -3.176
H8 -2.180 0.648 -1.990
C5 1.139 -0.990 5.531
O3 0.221 -0.262 4.675
P1 0.708 1.001 3.850
O4 -0.365 1.617 3.033
O5 1.880 0.393 2.974
C6 1.647 -0.602 1.958
O6 1.543 1.889 4.842
C7 1.957 3.218 4.444
H9 2.188 -0.720 5.403
H10 1.034 -1.996 5.133
H11 0.854 -0.723 6.543
H12 1.238 -1.518 2.392
H13 2.590 -0.873 1.493
H14 0.909 -0.237 1.243
H15 1.437 3.959 5.044
H16 1.672 3.433 3.412
H17 3.041 3.184 4.486
N1 2.566 -0.310 -1.796
C8 1.403 -0.992 -1.615
C9 1.751 -2.279 -1.272
C10 3.156 -2.379 -1.318
C11 3.645 -1.096 -1.518
H18 2.634 0.691 -1.869
H19 0.486 -0.431 -1.695
H20 0.989 -2.976 -0.962
H21 3.747 -3.274 -1.208
H22 4.667 -0.760 -1.476
N2 -1.690 -2.349 -0.727
C12 -1.305 -3.437 0.035
C13 -1.613 -4.567 -0.695
C14 -2.375 -4.214 -1.834
C15 -2.331 -2.847 -1.834
H23 -1.548 -1.376 -0.497
H24 -0.722 -3.260 0.923
H25 -1.432 -5.577 -0.359
H26 -2.879 -4.896 -2.494
H27 -2.870 -2.168 -2.480

Results
charge	+1
LUMO energy	-7.83	eV
E_HOMO	-10.173	eV
maximum force	5.06	eV/Å
frontier orbital gap	0.08608	Ha
multiplicity	1

***

(7)
Molecular formula: C15H27Br8Cl9O4Sr2
Method: DFT, ωB97M-V with the def2-TZVPD basis set

Element x y z (Å)
Sr1 -3.690 -2.020 1.792
Sr2 0.020 -3.116 1.754
O1 -0.361 -3.112 4.321
C1 -0.654 -1.764 4.779
C2 -2.001 -1.109 4.356
O2 -3.220 -1.874 4.287
H1 0.150 -1.147 4.379
H2 -0.460 -1.707 5.850
H3 -1.819 -0.848 3.313
H4 -2.136 -0.201 4.944
O3 1.589 -1.146 1.037
C3 0.648 -0.120 0.692
C4 -0.717 -0.438 -0.046
O4 -1.508 -1.476 0.574
H5 1.121 0.628 0.056
H6 0.408 0.414 1.611
H7 -0.568 -0.744 -1.082
H8 -1.273 0.492 -0.158
Br1 -2.094 -1.724 -5.596
C5 -2.099 -2.585 -3.801
C6 -3.553 -2.986 -3.448
Br2 -3.571 -3.676 -1.593
H9 -1.627 -1.913 -3.084
H10 -1.469 -3.466 -3.926
H11 -3.888 -3.783 -4.113
H12 -4.162 -2.086 -3.524
Br3 2.498 0.795 -3.989
C7 0.652 0.612 -3.359
C8 -0.236 1.513 -4.179
Br4 -2.111 1.383 -3.487
H13 0.607 0.935 -2.318
H14 0.334 -0.426 -3.457
H15 -0.235 1.117 -5.195
H16 0.043 2.560 -4.062
Br5 2.359 3.567 -1.349
C9 3.482 2.072 -0.710
C10 4.830 2.063 -1.499
Br6 5.820 3.797 -1.296
H17 2.976 1.115 -0.832
H18 3.718 2.290 0.331
H19 4.661 1.715 -2.518
H20 5.389 1.228 -1.076
Br7 -3.922 1.248 1.793
C11 -4.441 1.903 0.026
C12 -5.767 1.224 -0.303
Br8 -5.341 -0.698 -0.558
H21 -3.668 1.597 -0.679
H22 -4.627 2.975 0.078
H23 -5.984 1.575 -1.312
H24 -6.614 1.361 0.370
C13 3.682 -0.096 3.714
Cl1 4.690 0.775 2.582
Cl2 3.232 0.789 5.272
Cl3 4.380 -1.606 4.280
H25 2.805 -0.303 3.101
C14 4.000 -2.522 -1.085
Cl4 3.725 -4.178 -1.696
Cl5 5.122 -1.617 -2.215
Cl6 4.679 -2.684 0.492
H26 3.036 -2.019 -1.020
C15 0.681 3.374 2.432
Cl7 0.514 5.072 1.868
Cl8 -0.893 2.867 3.088
Cl9 1.889 3.455 3.750
H27 0.972 2.679 1.645

Results
charge	-1
LUMO energy (spin up / spin down)	1.55 / 1.54	eV
E_HOMO (spin up / spin down)	-1.709 / -4.433	eV
maximum force	2.22	eV/Å
frontier orbital gap (spin up / spin down)	0.11969 / 0.21956	Ha
multiplicity	2
⟨S²⟩	0.752

***

(8)
Molecular formula: C15H27Cl2GdN2P
Method: DFT, ωB97M-V with the def2-TZVPD basis set

Element x y z (Å)
Gd1 -0.391 -0.326 3.229
Cl1 1.494 -0.161 1.603
Cl2 -2.724 -0.907 2.604
H1 0.095 1.779 3.461
H2 0.732 1.472 3.843
P1 0.196 0.134 -2.347
C1 1.850 -0.423 -3.042
C2 -0.974 -0.729 -3.519
C3 0.205 1.873 -3.061
C4 2.424 -1.484 -2.095
H3 2.459 0.494 -2.944
C5 1.922 -0.893 -4.498
H4 1.348 -1.812 -4.669
H5 2.974 -1.111 -4.736
H6 1.574 -0.136 -5.207
H7 2.384 -1.140 -1.055
H8 3.472 -1.676 -2.365
H9 1.875 -2.434 -2.169
H10 1.215 2.211 -2.770
C6 -0.822 2.726 -2.311
C7 0.059 2.028 -4.575
H11 0.906 1.603 -5.118
H12 0.019 3.099 -4.816
H13 -0.863 1.572 -4.954
H14 -0.695 2.627 -1.228
H15 -1.852 2.447 -2.569
H16 -0.670 3.778 -2.585
C8 -0.997 -2.228 -3.225
H17 -0.569 -0.567 -4.531
C9 -2.387 -0.155 -3.450
H18 -0.041 -2.721 -3.434
H19 -1.765 -2.687 -3.861
H20 -1.265 -2.434 -2.178
H21 -2.759 -0.091 -2.417
H22 -3.054 -0.833 -3.998
H23 -2.466 0.836 -3.906
N1 2.685 -0.550 9.394
C10 1.757 -0.454 8.687
C11 0.593 -0.359 7.831
C12 -0.688 -0.281 8.386
C13 -1.785 -0.186 7.543
C14 -1.585 -0.226 6.167
N2 -0.337 -0.339 5.616
C15 0.748 -0.374 6.451
H24 -0.819 -0.293 9.472
H25 -2.793 -0.083 7.941
H26 -2.416 -0.173 5.450
H27 1.730 -0.414 5.958

Results
charge	-1
LUMO energy (spin up / spin down)	2.53 / 2.51	eV
E_HOMO (spin up / spin down)	-2.045 / -6.295	eV
maximum force	2.51	eV/Å
frontier orbital gap (spin up / spin down)	0.16815 / 0.32353	Ha
multiplicity	8
⟨S²⟩	15.806